No. 1
Here is a structure of composition C30H20BrF5HgN6O4S2 from OMol25. Energies are from ωB97M-V with the def2-TZVPD basis set.

Structure (XYZ):
```
69
Properties=species:S:1:pos:R:3
Hg 0.542 0.317 0.213
C -2.304 2.979 0.612
O -2.245 1.582 0.777
C -3.347 0.860 0.482
C -4.592 1.406 0.231
C -5.656 0.564 -0.069
Br -7.368 1.320 -0.419
C -5.518 -0.798 -0.122
C -4.264 -1.364 0.142
C -3.163 -0.547 0.437
O -1.949 -1.024 0.665
C -4.067 -2.793 0.102
N -2.894 -3.378 0.136
C -3.131 -4.721 0.090
C -2.245 -5.791 0.096
C -2.782 -7.058 0.014
C -4.160 -7.272 -0.058
C -5.059 -6.223 -0.045
C -4.526 -4.948 0.021
N -5.093 -3.702 0.032
H -2.999 3.436 1.329
H -2.587 3.237 -0.415
H -1.298 3.343 0.814
H -4.750 2.473 0.241
H -6.353 -1.421 -0.402
H -1.945 -2.012 0.585
H -1.189 -5.609 0.180
H -2.129 -7.919 0.006
H -4.534 -8.284 -0.120
H -6.127 -6.387 -0.087
H -6.076 -3.498 0.031
F 1.887 -0.321 -7.103
C 1.216 -0.037 -5.968
C 1.884 0.411 -4.832
F 3.222 0.552 -4.863
C 1.182 0.738 -3.686
F 1.879 1.213 -2.636
C -0.216 0.603 -3.597
S -1.135 1.071 -2.238
C -0.856 0.107 -4.754
F -2.188 -0.080 -4.739
C -0.168 -0.180 -5.919
F -0.822 -0.596 -7.020
N 5.711 -2.940 5.133
C 4.406 -2.889 4.672
C 3.659 -1.717 4.794
C 2.411 -1.624 4.209
C 1.895 -2.698 3.507
C 2.599 -3.882 3.421
C 3.847 -3.981 4.004
S 0.349 -2.494 2.613
O -0.407 -3.723 2.643
O -0.292 -1.332 3.179
N 0.843 -2.098 1.128
C 0.854 -2.867 0.059
N 0.727 -2.216 -1.126
C 0.758 -2.923 -2.230
C 0.931 -4.302 -2.231
C 1.072 -4.879 -0.978
N 1.038 -4.199 0.145
H 5.956 -2.261 5.835
H 6.086 -3.859 5.303
H 4.073 -0.878 5.336
H 1.814 -0.731 4.289
H 2.153 -4.710 2.895
H 4.413 -4.898 3.933
H 0.634 -2.378 -3.161
H 0.964 -4.876 -3.141
H 1.231 -5.948 -0.863
```

For the molar mass, the calculation gives 968.15 g mol⁻¹. As for the charge: -1. The max |F| comes out at 2.282 eV/A. As for the orbital gap (alpha / beta): 6.797 / 5.889 eV. As for the expectation value of S²: 0.76. For the LUMO energy (alpha / beta), the calculation gives 2.30 / 1.11 eV. Its total energy is -158041.9783 eV. As for the spin multiplicity: 2.

Atomic partial charges in e from the Löwdin method, atoms 1 to 5:
1. Hg 0.830
2. C -0.099
3. O -0.168
4. C -0.226
5. C -0.057

No. 2
Here is a structure of composition C30H20Cl5N4O4SSc from OMol25. Energies are from ωB97M-V with the def2-TZVPD basis set.

Structure (XYZ):
```
65
Properties=species:S:1:pos:R:3
Sc 0.771 -0.183 -0.535
C 0.255 3.264 2.780
C -0.006 2.508 3.911
C 0.370 1.176 3.934
C 1.005 0.652 2.814
N 1.226 1.365 1.714
C 0.856 2.645 1.696
C 1.496 -0.756 2.763
C 1.733 -1.473 3.928
C 2.188 -2.774 3.833
C 2.397 -3.319 2.581
C 2.155 -2.531 1.464
N 1.720 -1.274 1.553
C 2.300 -3.084 0.088
C 3.056 -4.215 -0.179
C 3.069 -4.720 -1.469
C 2.320 -4.092 -2.446
C 1.621 -2.947 -2.105
N 1.628 -2.441 -0.871
H -0.024 4.307 2.717
H -0.509 2.946 4.764
H 0.151 0.557 4.791
H 1.016 3.170 0.765
H 1.571 -1.013 4.891
H 2.368 -3.359 4.725
H 2.718 -4.344 2.471
H 3.636 -4.687 0.600
H 3.655 -5.599 -1.702
H 2.279 -4.460 -3.461
H 1.029 -2.411 -2.833
Cl 0.312 -0.872 -4.616
C 1.675 0.034 -3.974
C 1.894 0.089 -2.605
C 3.052 0.746 -2.260
Cl 3.406 0.785 -0.514
C 3.947 1.365 -3.121
Cl 5.357 2.163 -2.536
C 3.664 1.309 -4.480
Cl 4.723 2.058 -5.612
C 2.525 0.627 -4.911
Cl 2.204 0.529 -6.604
C -6.156 3.002 1.272
C -5.100 1.996 0.907
C -5.398 0.910 0.088
C -4.424 -0.009 -0.265
C -3.128 0.166 0.206
C -2.807 1.238 1.031
C -3.798 2.140 1.376
S -1.901 -0.971 -0.310
O -0.797 -0.845 0.709
O -2.485 -2.278 -0.355
N -1.209 -0.493 -1.633
C -1.590 0.813 -2.214
C -1.026 1.986 -1.416
O -1.566 3.063 -1.338
O 0.101 1.659 -0.808
H -7.102 2.782 0.779
H -5.849 4.008 0.980
H -6.335 3.015 2.349
H -6.411 0.783 -0.275
H -4.667 -0.857 -0.891
H -1.794 1.373 1.384
H -3.550 2.986 2.007
H -2.667 0.939 -2.325
H -1.152 0.856 -3.210
```

For the molar mass, the calculation gives 754.80 g mol⁻¹. The max |F| comes out at 0.683 eV/A. As for the orbital gap: 7.964 eV. For the LUMO energy, the calculation gives -0.66 eV. Its total energy is -139737.8825 eV.

Atomic partial charges in e from the Löwdin method, atoms 1 to 5:
1. Sc 0.886
2. C -0.036
3. C -0.050
4. C -0.007
5. C -0.220

No. 3
Here is a structure of composition C30H20ClN2O6PSr from OMol25. Energies are from ωB97M-V with the def2-TZVPD basis set.

Structure (XYZ):
```
61
Properties=species:S:1:pos:R:3
Sr -2.165 -0.586 -2.060
O -4.222 -0.266 -0.629
C -3.519 0.528 0.047
O -2.692 1.329 -0.472
C -3.487 0.351 1.540
C -4.531 0.737 2.366
C -4.449 0.506 3.730
C -3.338 -0.132 4.265
C -2.300 -0.532 3.437
C -2.358 -0.285 2.068
P -1.032 -0.778 0.900
C 0.214 0.537 1.101
C 1.499 0.311 0.605
C 2.456 1.313 0.648
C 2.133 2.558 1.176
C 0.857 2.789 1.667
C -0.102 1.785 1.631
C -0.208 -2.224 1.633
C -0.419 -3.459 1.024
C 0.208 -4.599 1.506
C 1.059 -4.510 2.596
C 1.291 -3.280 3.200
C 0.667 -2.142 2.718
H -5.406 1.209 1.939
H -5.261 0.812 4.376
H -3.282 -0.324 5.328
H -1.447 -1.048 3.857
H 1.759 -0.658 0.193
H 3.452 1.119 0.273
H 2.878 3.342 1.207
H 0.602 3.757 2.081
H -1.100 1.977 2.004
H -1.058 -3.530 0.151
H 0.047 -5.549 1.014
H 1.558 -5.397 2.966
H 1.971 -3.206 4.039
H 0.878 -1.179 3.169
O 3.309 -3.403 -2.381
C 3.564 -2.112 -2.460
O 4.680 -1.666 -2.360
C 2.400 -1.195 -2.664
C 2.508 0.188 -2.728
Cl 3.859 1.212 -2.703
N 1.263 0.703 -2.841
N 0.343 -0.277 -2.865
C 1.011 -1.421 -2.763
C 0.188 -2.706 -2.761
O 0.795 -3.765 -2.575
O -1.056 -2.537 -2.902
C 0.844 2.071 -2.906
C 0.005 2.550 -1.915
C -0.448 3.859 -1.995
C -0.041 4.671 -3.043
C 0.810 4.177 -4.024
C 1.252 2.866 -3.966
H 2.325 -3.607 -2.459
H -0.283 1.920 -1.083
H -1.113 4.235 -1.230
H -0.388 5.695 -3.100
H 1.121 4.813 -4.842
H 1.903 2.454 -4.726
```

For the molar mass, the calculation gives 658.55 g mol⁻¹. The max |F| comes out at 0.467 eV/A. As for the orbital gap: 8.627 eV. For the LUMO energy, the calculation gives -0.30 eV. Its total energy is -69352.0250 eV.

Atomic partial charges in e from the Löwdin method, atoms 1 to 5:
1. Sr 1.598
2. O -0.119
3. C -0.755
4. O -0.151
5. C -0.159

No. 4
Here is a cluster of 3 separate species, C30H20F3O5S in total from OMol25. Energies are from ωB97M-V with the def2-TZVPD basis set.

Structure (XYZ):
```
59
Properties=species:S:1:pos:R:3
F -1.944 -1.536 -5.547
C -1.965 -2.872 -5.964
F -2.191 -3.634 -4.799
F -3.000 -3.170 -6.852
O -0.675 -3.209 -6.426
C -0.575 -3.164 -7.856
S -0.961 -1.510 -8.622
H 0.529 -3.371 -8.104
H -1.167 -3.972 -8.402
H -0.355 -0.466 -7.939
H -2.350 -1.360 -8.610
C -1.689 -0.393 -1.558
C -1.829 -1.435 -2.472
C -0.864 -2.434 -2.543
C 0.252 -2.386 -1.707
C 0.404 -1.330 -0.809
C -0.575 -0.339 -0.728
C 1.608 -1.242 0.050
O 1.739 -0.321 0.836
C 2.652 -2.285 -0.070
C 3.817 -2.185 0.690
C 4.797 -3.167 0.593
C 4.613 -4.256 -0.255
C 3.456 -4.357 -1.018
C 2.477 -3.366 -0.935
C 1.264 -3.465 -1.778
O 1.103 -4.415 -2.526
H -2.446 0.381 -1.496
H -2.692 -1.470 -3.127
H -0.979 -3.243 -3.249
H -0.469 0.478 -0.022
H 3.966 -1.341 1.355
H 5.705 -3.085 1.182
H 5.375 -5.026 -0.324
H 3.320 -5.205 -1.681
C 2.700 3.533 2.975
C 2.050 2.986 1.872
C 0.669 2.823 1.888
C -0.064 3.195 3.013
C 0.590 3.719 4.128
C 1.973 3.898 4.103
C -0.171 4.072 5.349
O 0.399 4.534 6.321
C -1.635 3.847 5.371
C -2.357 4.120 6.532
C -3.733 3.924 6.558
C -4.394 3.463 5.421
C -3.678 3.184 4.264
C -2.294 3.366 4.239
C -1.536 3.033 3.013
O -2.113 2.625 2.017
H 3.776 3.669 2.959
H 2.619 2.689 0.997
H 0.168 2.402 1.024
H 2.486 4.318 4.961
H -1.849 4.482 7.420
H -4.292 4.133 7.464
H -5.469 3.318 5.440
H -4.197 2.821 3.383
```

For the molar mass, the calculation gives 549.55 g mol⁻¹. As for the charge: +1. The max |F| comes out at 3.803 eV/A. As for the orbital gap: 6.039 eV. For the LUMO energy, the calculation gives -4.76 eV. Its total energy is -60651.4071 eV.

Atomic partial charges in e from the Löwdin method, atoms 1 to 5:
1. F 0.113
2. C -0.504
3. F 0.118
4. F 0.119
5. O 0.000

No. 5
Here is a structure of composition C30H20I2N3OPtS from OMol25. Energies are from ωB97M-V with the def2-TZVPD basis set.

Structure (XYZ):
```
58
Properties=species:S:1:pos:R:3
Pt 0.491 0.280 -0.064
C -1.839 4.620 1.911
C -2.192 3.996 3.099
C -1.590 2.798 3.429
C -0.647 2.236 2.563
N -0.344 2.815 1.401
C -0.917 3.978 1.104
C 0.067 0.972 2.922
C 0.277 0.695 4.275
C 0.921 -0.455 4.697
C 1.368 -1.367 3.754
C 1.186 -1.093 2.407
C 0.532 0.062 1.968
H -2.271 5.563 1.612
H -2.929 4.435 3.757
H -1.867 2.290 4.340
H -0.615 4.432 0.163
H -0.039 1.411 5.021
H 1.087 -0.627 5.751
H 1.875 -2.272 4.060
H 1.560 -1.802 1.674
C -1.726 2.069 -1.632
C -0.363 2.627 -1.866
C -0.214 3.788 -2.661
C 1.020 4.329 -2.853
C 2.149 3.699 -2.281
C 3.464 4.203 -2.436
C 4.540 3.544 -1.897
C 4.341 2.343 -1.209
C 3.064 1.815 -1.022
S 2.878 0.339 -0.197
C 1.936 2.527 -1.546
N 0.688 2.032 -1.338
H -2.445 2.880 -1.530
H -1.760 1.450 -0.734
H -2.019 1.451 -2.487
H -1.097 4.236 -3.096
H 1.152 5.226 -3.443
H 3.605 5.118 -2.996
H 5.539 3.937 -2.014
H 5.186 1.799 -0.809
I -0.044 0.424 -5.273
C 0.387 -1.332 -4.294
C 0.884 -2.409 -4.999
C 1.201 -3.601 -4.351
I 1.907 -5.143 -5.517
C 1.035 -3.747 -2.926
C 1.313 -4.929 -2.218
C 1.086 -4.967 -0.865
C 0.608 -3.815 -0.230
N 0.352 -2.690 -0.867
C 0.549 -2.660 -2.187
C 0.175 -1.396 -2.863
O -0.314 -0.465 -2.236
H 1.025 -2.329 -6.068
H 1.696 -5.794 -2.741
H 1.267 -5.865 -0.291
H 0.424 -3.817 0.840
```

For the molar mass, the calculation gives 919.46 g mol⁻¹. As for the charge: +1. The max |F| comes out at 0.848 eV/A. As for the orbital gap (alpha / beta): 6.841 / 5.310 eV. As for the expectation value of S²: 6.07. For the LUMO energy (alpha / beta), the calculation gives -3.13 / -5.27 eV. Its total energy is -68227.9442 eV. As for the spin multiplicity: 5.

Atomic partial charges in e from the Löwdin method, atoms 1 to 5:
1. Pt 1.018
2. C -0.055
3. C -0.051
4. C -0.012
5. C -0.233

No. 6
Here is a structure of composition C30H21BrF6LiN2PS from OMol25. Energies are from ωB97M-V with the def2-TZVPD basis set.

Structure (XYZ):
```
63
Properties=species:S:1:pos:R:3
Li 3.069 2.331 4.642
F -2.699 0.997 -8.456
C -1.823 1.055 -7.358
C -2.476 1.278 -6.138
F -3.747 1.708 -6.074
C -1.647 1.281 -5.003
F -2.161 1.516 -3.806
C -0.288 0.945 -5.132
P 0.817 1.041 -3.645
C 0.050 1.055 -1.999
C -0.850 0.121 -1.569
C -1.258 0.109 -0.229
C -0.685 0.963 0.687
C 0.160 1.920 0.256
C 0.457 1.993 -1.068
C 1.709 -0.529 -3.437
C 2.542 -0.470 -2.346
C 3.362 -1.498 -1.996
C 3.263 -2.671 -2.743
C 2.496 -2.713 -3.888
C 1.710 -1.632 -4.262
C 0.337 0.701 -6.339
Br 2.885 4.095 6.194
C -0.513 0.733 -7.413
F -0.037 0.490 -8.686
H -1.293 -0.564 -2.281
H -2.000 -0.640 0.054
H -0.911 0.901 1.720
H 0.621 2.631 0.922
H 1.132 2.813 -1.410
H 2.588 0.428 -1.784
H 4.005 -1.526 -1.124
H 3.807 -3.612 -2.532
H 2.508 -3.592 -4.575
H 1.140 -1.538 -5.189
S -1.726 -1.827 6.155
C -0.681 -0.499 5.520
C -0.048 0.259 6.499
C 0.887 1.231 6.131
N 1.172 1.428 4.823
C 0.599 0.630 3.894
C -0.337 -0.324 4.182
C -2.931 -2.021 4.869
C -3.220 -3.291 4.328
C -4.181 -3.374 3.246
N -4.763 -2.376 2.710
C -4.412 -1.182 3.221
C -3.540 -0.941 4.287
H -0.234 0.067 7.553
H 1.389 1.864 6.859
H 0.897 0.750 2.820
H -0.629 -1.032 3.422
H -2.800 -4.179 4.814
H -4.452 -4.404 3.012
H -5.010 -0.347 2.794
H -3.348 0.124 4.540
C 1.762 2.384 -3.916
H 2.412 2.458 -3.056
H 2.320 2.323 -4.845
F 2.801 1.076 2.246
C 3.792 0.874 3.330
F 3.337 -0.385 3.869
H 4.671 0.597 2.698
```

For the molar mass, the calculation gives 673.39 g mol⁻¹. As for the charge: -2. The max |F| comes out at 5.062 eV/A. As for the orbital gap: 5.729 eV. For the LUMO energy, the calculation gives 3.32 eV. Its total energy is -141105.9657 eV.

Atomic partial charges in e from the Löwdin method, atoms 1 to 5:
1. Li 0.384
2. F 0.014
3. C -0.137
4. C -0.157
5. F 0.073